A structure of composition C21H34As2N5O3SV, computed with the ωB97M-V functional and the def2-TZVPD basis.

Calculated values
HOMO-LUMO gap (spin up / spin down): 0.210 / 0.174 Eh
Relative energy (zero: lowest compared OMol25 entry of this formula, charge and spin): 0.0 kcal/mol
LUMO energy (spin up / spin down): -13.68 / -14.65 eV

The geometry in ORCA input format:
```
! RIJCOSX wB97M-V def2-TZVPD def2/J DEFGRID3
* xyz 4 1
V -0.08 -0.41 0.54
C -0.87 -3.01 5.29
N -0.38 -1.87 4.47
C 0.40 -0.87 5.22
C -0.63 -1.81 3.19
N -0.23 -0.80 2.38
N -1.34 -2.84 2.60
C -1.61 -2.97 1.27
N -2.29 -4.04 0.92
N -1.19 -2.07 0.38
H -0.60 -2.82 6.32
H -0.38 -3.94 4.98
H -1.95 -3.09 5.24
H 1.19 -1.40 5.76
H -0.26 -0.38 5.94
H 0.87 -0.13 4.58
H 0.34 -0.11 2.86
H -1.63 -3.59 3.21
H -2.59 -4.75 1.58
H -2.50 -4.24 -0.05
H -1.58 -2.30 -0.53
C 0.43 -2.05 -2.78
As -0.40 -0.44 -2.10
C 0.41 1.09 -2.94
C -2.28 -0.42 -2.43
C -2.82 -0.92 -3.61
C -4.17 -0.73 -3.86
C -4.97 -0.04 -2.95
C -4.43 0.45 -1.77
C -3.08 0.26 -1.51
As -2.25 0.96 0.08
C -3.44 0.69 1.56
C -1.92 2.85 -0.07
H 0.83 -1.82 -3.77
H -0.31 -2.84 -2.86
H 1.25 -2.36 -2.13
H 0.16 1.02 -4.00
H 1.48 1.07 -2.81
H -0.01 2.01 -2.53
H -2.21 -1.45 -4.34
H -4.61 -1.11 -4.77
H -6.02 0.10 -3.16
H -5.07 0.98 -1.07
H -4.35 1.27 1.36
H -2.98 1.07 2.47
H -3.70 -0.36 1.66
H -2.89 3.32 -0.24
H -1.26 3.06 -0.91
H -1.48 3.21 0.86
C 6.49 3.46 -2.47
C 5.37 2.81 -1.74
C 4.80 1.62 -2.21
C 3.78 1.00 -1.53
C 3.32 1.58 -0.34
C 3.89 2.76 0.18
C 4.89 3.37 -0.54
S 2.15 0.82 0.60
O 0.64 1.32 0.42
O 2.39 0.86 2.00
O 1.82 -0.58 0.05
H 6.49 3.20 -3.53
H 7.44 3.11 -2.05
H 6.47 4.54 -2.36
H 5.18 1.17 -3.12
H 3.39 0.05 -1.87
H 3.55 3.18 1.12
H 5.34 4.28 -0.16
*
```